Entry 1:
The following is a DFT calculation (ωB97M-V with the def2-TZVPD basis set) of a molecular structure, C40H35F9N5O3PS4SeTaTe.

Properties
DFT total energy, Ha: -7604.23293
Molar mass, g/mol: 1351.5
Energy relative to the best compared isomer or geometry (same formula, charge and spin), eV: 0.000
Multiplicity: 1
LUMO energy, Eh: -0.133
Total charge: +1
Highest occupied orbital energy, eV: -9.70

Geometry as XYZ:
```
100
Properties=species:S:1:pos:R:3:lowdin_charge:R:1
N -0.5732 -2.9274 -3.0755 0.1979
H -1.1045 -4.9055 5.4431 0.1066
H -6.3812 1.8879 2.4642 0.1120
C 1.6528 -2.1651 -2.4777 -0.3808
H 4.9974 -6.4562 1.9548 0.1086
C -3.0720 -1.2429 -1.2486 -0.0115
C -0.5661 3.1678 4.9288 -0.6769
C 2.5538 -4.1171 2.0221 -0.4123
F 1.1797 4.5236 -3.0788 0.1890
C -0.3346 -3.7929 2.3414 -0.3783
C -0.8195 0.7950 5.5900 -0.0190
C -1.8744 -1.6941 -1.7943 -0.1980
C 0.5378 3.6161 -2.3420 -0.5835
C 4.8857 -4.8287 3.3456 -0.0715
N -0.5340 -1.2963 -1.5903 0.0070
H -5.9966 3.4400 0.5678 0.1137
C -0.1496 -4.3025 3.6235 -0.0695
H 1.3922 3.9039 1.7088 -0.0505
C 2.3125 3.3655 1.5108 -0.3998
H 0.8395 -4.5602 3.9758 0.0993
S -1.5736 1.8925 -0.4527 0.7961
H -0.0506 0.3889 4.9350 0.0860
C 4.4395 -5.5863 2.2750 -0.0675
Te 1.9516 1.3072 1.8971 1.2077
P 1.0245 -3.6810 1.1565 0.2097
C -1.6166 -3.4928 1.8897 -0.1173
C -3.0350 1.7976 0.5281 -0.5553
F 0.5900 4.0041 -1.0692 0.1494
C -4.0335 2.7019 0.1677 -0.0945
N 2.4313 -1.1607 -1.9814 -0.0141
H 4.5661 1.3359 1.3627 0.0185
S 1.4158 -1.6346 0.8456 0.2674
H -3.7022 -3.4645 2.3609 0.1109
N -0.5629 2.1991 5.8651 -0.1210
H 2.4449 -2.4826 3.4191 0.0936
C -2.7067 -3.6987 2.7149 -0.0762
H -4.5923 0.2929 3.1170 0.1265
H 4.4925 -0.8162 -1.7963 0.0809
F 3.1647 3.3256 -1.7313 0.1668
H -0.2421 2.1418 7.9943 0.1252
H -5.1671 -3.3829 -2.8558 0.1120
C 3.2701 -5.2337 1.6123 -0.0930
H -3.1100 -0.4366 -0.5420 0.0628
H -1.7610 -3.1176 0.8824 0.0898
C -0.1216 4.0681 6.9275 -0.0373
H 0.0927 4.8507 7.6324 0.1263
C -4.2366 -1.8693 -1.6472 -0.0522
F 1.4580 0.5348 -4.1962 0.1825
C 2.3301 -3.2327 -2.9911 -0.3609
C -1.2481 -4.5028 4.4491 -0.0685
C 4.1667 -3.7127 3.7604 -0.0719
C 1.2038 2.2016 -2.5057 -0.2236
H 2.6364 3.4903 0.4839 -0.0116
F 0.5788 2.4084 -4.8124 0.1970
H 3.6810 0.9784 -0.1460 -0.0201
C 2.7457 2.4409 -2.6475 -0.5509
C -4.2320 -2.9194 -2.5731 -0.0635
H -3.8570 3.3781 -0.6587 0.1084
C -4.4565 0.9718 2.2863 0.0013
F -0.5514 1.0260 -3.5913 0.1628
F 3.4308 1.3203 -2.4462 0.1551
F -0.7355 3.6148 -2.7316 0.1480
C -2.5235 -4.2038 3.9954 -0.0692
C 3.6833 -1.4560 -2.1145 -0.4507
H -0.8048 5.6345 4.0571 0.0543
H 5.7945 -5.1069 3.8631 0.1080
S 3.9996 -2.9792 -2.8407 1.0914
C -0.1946 5.6284 4.9558 -0.0273
H 3.9269 -0.3087 1.0690 -0.0198
H -3.3784 -4.3700 4.6379 0.1074
H 0.8397 5.8407 4.6864 0.0984
H -1.7783 0.6829 5.0901 0.0754
H 1.9438 -4.1658 -3.3656 0.0770
Ta 0.0632 0.2304 -0.1079 1.2735
F 3.0604 2.9031 -3.8525 0.1989
H -0.5526 6.3828 5.6522 0.0959
S 0.6273 -4.7894 -0.3970 0.3128
C 3.0049 -3.3530 3.0999 -0.1286
C -2.2360 -0.0454 2.0782 -0.5474
H 3.0941 3.6765 2.2014 0.0160
H -0.8266 0.2556 6.5333 0.0971
C 0.6619 1.5361 -3.8120 -0.5575
O 0.9565 1.3519 -1.4516 -0.3576
Se -0.8731 2.9616 3.1124 0.6862
O -1.1838 -0.2723 1.2644 -0.3652
C 3.7652 0.7535 0.9119 -0.4056
C -3.0549 -3.3694 -3.1316 0.0068
C 0.2030 -2.0982 -2.3694 -0.2890
O -2.3378 -0.6319 3.1177 0.1163
H -3.0371 -4.1782 -3.8492 0.1200
C -5.4460 1.8640 1.9215 -0.0473
C -3.2466 0.9283 1.5979 -0.2118
H -0.2256 -3.6159 -3.7204 0.1713
C -0.2863 2.7427 7.1042 -0.0355
C -5.2309 2.7334 0.8587 -0.0512
H 2.9060 -5.8200 0.7784 0.0686
C -1.8911 -2.7340 -2.7211 -0.1724
H 4.5141 -3.1251 4.6002 0.1069
H -5.1782 -1.5357 -1.2315 0.1130
N -0.3003 4.3213 5.5803 -0.1272
```



Entry 2:
The following is a DFT calculation (ωB97M-V with the def2-TZVPD basis set) of a molecular structure, C40H36Br3F3N3O4TeW.

Properties
DFT total energy, Ha: -10367.89234
Molar mass, g/mol: 1230.9
<S²>: 2.03
Energy relative to the best compared isomer or geometry (same formula, charge and spin), eV: 1.198
Multiplicity: 3
LUMO energy (alpha / beta), Eh: 0.077 / 0.071
Total charge: -1
Highest occupied orbital energy (alpha / beta), eV: -3.97 / -4.60

Geometry as XYZ:
```
91
Properties=species:S:1:pos:R:3:lowdin_spin:R:1
H -0.2169 -0.6140 -6.1693 0.0001
H -1.6923 5.3136 -1.5150 0.0000
C -2.4046 -0.7286 4.0532 0.0189
C -2.5193 3.6262 -0.4840 0.0000
Br 4.0747 -5.2214 1.3587 0.0039
C 3.0439 -0.1191 -5.5368 0.0007
H 3.1827 0.3364 -1.7377 0.0019
C -0.3712 -0.1369 5.1942 0.0138
H 5.3809 -0.4974 -1.8065 0.0004
H -3.7708 2.5117 0.7905 0.0000
H 0.4247 4.3976 -1.1083 0.0000
C 3.8652 1.9540 -0.5616 0.0013
H -2.0202 2.7872 -0.9187 0.0000
C -0.8710 1.2760 -2.8733 -0.0009
H 2.1524 -7.5242 1.2299 -0.0007
H -1.5591 1.8424 1.6349 0.0004
H 4.1991 -1.0738 -4.0148 0.0011
O 0.1961 -0.4481 -1.5781 0.0391
C 1.4570 -4.2252 0.7507 -0.0030
H -2.2891 2.6556 2.9392 0.0000
C 4.9772 -0.4041 -0.8128 0.0008
C -3.0762 -0.8268 5.2633 -0.0006
C -1.9826 -5.5788 0.2870 0.0097
C -3.0327 -0.5551 7.7049 0.0023
C -1.0274 -0.4831 4.0006 0.0142
C -0.9756 3.7695 -3.9065 0.0009
H -3.6199 4.1329 1.3717 0.0000
C -3.0453 3.2672 0.9306 0.0001
C 0.8636 -1.4920 -4.5541 0.0007
C -2.0336 1.6552 -3.4757 0.0007
C -2.3776 -0.5133 6.4044 0.0147
C 0.1559 3.1210 -3.4849 -0.0002
H -3.3826 3.7824 -1.1335 0.0000
H -3.6079 -4.3092 -0.0070 -0.0005
Te 2.2875 -2.9337 -2.2146 0.0531
H -2.6047 -6.4740 0.2773 0.0006
Br -0.7260 -8.4743 0.9782 0.0029
C 0.0909 -4.3841 0.4814 0.0021
H 5.8046 0.1020 -0.2538 0.0001
H 4.3082 2.4471 -1.4603 0.0000
F -4.2121 -1.1172 7.5858 0.0004
C 0.1304 -0.7608 1.6225 -0.0124
H 0.2831 5.5704 0.2199 0.0000
C 1.5634 -6.6167 1.1648 -0.0034
H -3.0004 3.3616 -4.3898 0.0000
H -2.9862 -0.8226 3.1423 0.0011
C 2.8110 -0.0858 0.3943 0.0158
C -2.0877 2.9819 -3.9174 -0.0002
N -0.7910 3.7042 1.9854 0.0000
C 0.2022 -6.7502 0.9079 0.0239
C 3.1678 -0.9714 -4.4366 0.0013
C -0.1656 4.6912 -0.2338 0.0000
H -0.5543 0.2700 7.2064 -0.0005
H -2.8963 1.0297 -3.6093 0.0001
N -0.5385 -3.2137 0.1549 0.0010
Br 1.8366 3.8660 -3.8502 -0.0001
H 3.9197 0.4486 -5.8614 0.0001
C -0.9280 -0.0202 -2.0477 0.0142
C -0.3947 -0.5252 2.7163 0.0916
H -0.8634 4.7362 -4.3933 0.0001
C -2.5664 -4.3607 0.1182 -0.0028
C -1.6266 4.8802 -0.5622 0.0000
H -4.1250 -1.1505 5.3664 -0.0003
H -2.0577 5.6566 0.0527 0.0000
C 0.7123 -0.7179 -5.6794 0.0004
H -0.0159 -2.0595 -4.2353 0.0011
O -2.0098 -0.6045 -1.9439 0.0160
O 0.7027 2.5981 0.6613 0.0005
C 3.7010 0.4278 -0.7581 0.0140
F -2.3024 -1.3123 8.5467 0.0011
C 2.1016 -1.6937 -3.9292 0.0094
H -1.0988 4.6847 2.0122 0.0000
C -1.9549 2.7857 1.9473 0.0005
H -2.2844 -2.2373 -0.1670 0.0007
C 2.1783 -5.3527 1.1188 0.0210
O 1.9413 -3.0222 0.7292 0.0294
C -1.8198 -3.1858 0.0081 0.0120
H 0.6712 0.1414 5.1300 0.0009
H 1.6222 0.5936 -7.0934 -0.0001
H 3.3816 -0.7209 1.0950 -0.0016
C 0.0161 3.5413 0.7942 0.0001
C -0.5822 -5.6209 0.5178 -0.0010
H 4.4683 2.1289 0.3024 0.0002
C -1.0317 -0.1200 6.3822 -0.0023
C 1.8250 -0.0230 -6.2358 -0.0016
W 1.2054 -1.3859 -0.1478 1.5796
F -3.1709 0.6693 8.2910 0.0012
H 2.4453 0.7577 0.9865 0.0089
H 4.7479 -1.4278 -0.4581 0.0002
N 0.2584 1.9887 -2.8119 0.0012
H 2.9138 2.4049 -0.4425 0.0003
```



Number 1: largest force on an atom 0.7 eV Å⁻¹. Number 2: largest force on an atom 3.0 eV Å⁻¹.